The following is a quantum chemistry calculation of a 13-piece molecular cluster, C28H87N21O13 overall at a distorted geometry, from OMol25.

CARTESIAN COORDINATES (ANGSTROEM)
C1 -0.7053 -0.9214 -6.8390
C2 -1.6190 -1.6533 -5.9089
C3 -1.6515 -3.1694 -6.0227
O1 -2.0234 -3.6604 -7.3790
C4 -3.4051 -3.4961 -7.6231
N1 -1.3410 -1.3013 -4.4944
H1 -0.7460 0.1567 -6.6838
H2 -0.7778 -1.1667 -7.8986
H3 0.2258 -1.2016 -6.3465
H4 -2.5935 -1.2850 -6.2294
H5 -2.3232 -3.6145 -5.2887
H6 -0.6995 -3.6789 -5.8733
H7 -3.7342 -3.6410 -8.6521
H8 -3.9393 -2.6950 -7.1123
H9 -3.6905 -4.4169 -7.1144
H10 -0.7169 -1.9673 -4.0618
H11 -0.8174 -0.4487 -4.6322
C5 -4.6455 -1.1623 0.1017
C6 -4.5676 -0.2807 -1.1384
C7 -4.6276 1.2273 -0.7657
O2 -4.9274 2.1244 -1.8999
C8 -5.0784 3.4184 -1.5001
N2 -3.2757 -0.5131 -1.8024
H12 -4.6774 -2.2006 -0.2286
H13 -5.4623 -0.9992 0.8048
H14 -3.7427 -1.2052 0.7110
H15 -5.4181 -0.3964 -1.8102
H16 -3.7312 1.6648 -0.3263
H17 -5.3952 1.3377 0.0003
H18 -5.4890 4.0161 -2.3139
H19 -4.1865 3.9047 -1.1050
H20 -5.7468 3.4749 -0.6410
H21 -3.2607 0.1209 -2.5885
H22 -3.2257 -1.3268 -2.3986
C9 4.4120 3.9374 4.0255
C10 4.0543 3.2086 5.3296
C11 3.4248 1.7812 5.1153
O3 2.4496 1.7470 4.0935
C12 1.4511 0.7498 4.2604
N3 5.2630 2.9530 6.2109
H23 5.0449 4.8191 4.1260
H24 3.5367 4.2574 3.4602
H25 4.8975 3.2220 3.3616
H26 3.3808 3.8551 5.8922
H27 2.9792 1.2948 5.9831
H28 4.1626 0.9953 4.9542
H29 0.6925 1.1300 4.9445
H30 1.7728 -0.2164 4.6492
H31 0.9721 0.5591 3.3000
H32 5.2373 2.1478 6.8201
H33 6.0905 2.6740 5.7034
C13 0.0964 -3.0759 6.0273
C14 -1.0246 -3.9159 5.5452
C15 -0.9520 -4.0938 4.0388
O4 -0.8101 -2.7994 3.3808
C16 -2.1612 -2.2995 3.0975
N4 -1.1410 -5.1970 6.1183
H34 1.0653 -3.5386 5.8391
H35 -0.0538 -3.1040 7.1065
H36 0.1923 -2.1049 5.5416
H37 -1.9853 -3.4454 5.7541
H38 -1.7687 -4.7132 3.6681
H39 -0.0255 -4.6018 3.7710
H40 -2.8305 -3.0707 2.7163
H41 -2.1810 -1.4494 2.4155
H42 -2.4481 -1.9244 4.0799
H43 -1.1286 -6.0362 5.5566
H44 -2.0499 -5.1417 6.5554
C17 4.5414 3.7819 0.3841
C18 3.1714 3.6797 -0.3198
C19 1.9775 3.6854 0.6491
O5 1.9512 4.9547 1.3134
C20 1.2761 4.9282 2.5932
N5 3.0745 4.9374 -1.0701
H45 4.7122 2.9227 1.0326
H46 4.6891 4.6472 1.0303
H47 5.3268 3.5680 -0.3408
H48 3.0449 2.7681 -0.9039
H49 2.3045 2.9058 1.3371
H50 1.0024 3.4078 0.2488
H51 1.6330 5.7630 3.1964
H52 1.4685 4.0855 3.2573
H53 0.1971 5.0217 2.4709
H54 2.1774 4.8154 -1.5178
H55 2.7301 5.4841 -0.2938
C21 0.0145 0.4421 -0.0810
O6 1.0596 0.6875 0.4214
N6 -1.1155 0.4649 0.6153
N7 -0.1692 -0.0011 -1.2801
H56 -0.8881 0.8135 1.5356
H57 -2.0599 0.3261 0.2853
H58 0.5167 0.1205 -2.0115
H59 -1.1600 0.0015 -1.4762
C22 -3.6790 1.9757 2.9955
O7 -2.7373 1.2392 2.7400
N8 -4.6956 1.5860 3.6715
N9 -3.8960 3.1701 2.5178
H60 -4.6109 0.5816 3.7364
H61 -5.5303 2.1533 3.6317
H62 -4.4108 3.8417 3.0691
H63 -3.1666 3.3500 1.8427
C23 -2.2187 -4.1449 -0.3370
O8 -2.9714 -4.3782 -1.2441
N10 -1.5718 -2.9975 -0.2399
N11 -2.0107 -4.9493 0.6469
H64 -1.9507 -2.3844 -0.9475
H65 -1.0670 -2.7235 0.5908
H66 -1.4324 -4.5709 1.3834
H67 -2.5512 -5.8021 0.6725
C24 4.9059 0.2174 0.5305
O9 5.9901 -0.0581 0.1028
N12 3.8466 0.4011 -0.2231
N13 4.4215 0.0656 1.7604
H68 2.9026 0.6473 0.0384
H69 4.2306 0.4147 -1.1572
H70 5.1191 0.3477 2.4342
H71 3.5090 0.4937 1.6961
C25 -0.6132 3.4971 -2.9981
O10 0.4859 3.9197 -2.6398
N14 -1.3551 2.6496 -2.3972
N15 -1.1670 3.8224 -4.1012
H72 -2.1475 2.4274 -2.9827
H73 -1.1754 2.2087 -1.5064
H74 -1.9864 3.2554 -4.2665
H75 -0.9211 4.5382 -4.7699
C26 1.8197 -3.5312 0.9966
O11 1.5126 -4.7107 1.0730
N16 1.1601 -2.6282 1.5871
N17 2.8198 -3.0879 0.2980
H76 1.3382 -1.6405 1.4746
H77 0.4009 -2.8293 2.2221
H78 2.9617 -2.0978 0.1578
H79 3.4364 -3.6927 -0.2256
C27 2.0924 -3.0664 -2.9570
O12 2.3150 -1.9387 -2.7271
N18 1.1337 -3.7638 -2.3609
N19 2.8583 -3.8082 -3.6786
H80 0.9629 -4.7124 -2.6627
H81 0.5649 -3.4206 -1.6002
H82 2.7733 -4.7955 -3.8739
H83 3.6260 -3.2884 -4.0794
C28 1.8307 1.5962 -5.0022
O13 1.2643 2.2249 -5.8225
N20 2.1205 0.3532 -5.1825
N21 2.1075 1.9949 -3.7903
H84 2.0392 0.0770 -6.1506
H85 2.7322 -0.1402 -4.5482
H86 1.7636 2.9018 -3.5087
H87 2.7448 1.3505 -3.3445

The frontier orbital gap is 0.3080 Ha. For the total energy, the calculation gives -88355.954 eV. The relative energy (zero: lowest compared OMol25 entry of this formula, charge and spin) comes out at 196.9 kcal/mol. The LUMO energy comes out at -0.158 eV.

Results of the Mulliken charge analysis, in e, for atoms 1 through 4: -1.272 0.774 -0.593 -0.454

---

The following is a quantum chemistry calculation of a 12-piece molecular cluster, C28H87N7O12 overall at a distorted geometry, from OMol25.

CARTESIAN COORDINATES (ANGSTROEM)
C1 -2.2332 -3.6374 -2.4799
O1 -3.4286 -4.0193 -1.8718
C2 -3.3629 -5.2764 -1.2330
C3 -4.6428 -5.5269 -0.4436
C4 -4.5837 -6.9542 0.0539
N1 -5.8493 -5.3478 -1.2829
H1 -1.3913 -3.4708 -1.7908
H2 -2.3626 -2.7131 -3.0407
H3 -1.8573 -4.4064 -3.1682
H4 -3.2074 -6.0651 -1.9851
H5 -2.4791 -5.2899 -0.5804
H6 -4.7001 -4.8419 0.4051
H7 -5.4729 -7.2771 0.5989
H8 -3.6695 -7.2047 0.5931
H9 -4.6494 -7.6401 -0.8027
H10 -6.0492 -4.3521 -1.2518
H11 -5.5528 -5.5028 -2.2435
C5 2.6150 7.9184 1.0183
O2 3.0681 6.8501 0.2628
C6 3.0196 5.6143 0.9432
C7 3.1041 4.5012 -0.0921
C8 1.7759 4.3060 -0.8099
N2 3.4881 3.2302 0.5581
H12 2.7459 8.8631 0.4896
H13 3.1029 8.0253 1.9993
H14 1.5402 7.8892 1.2664
H15 3.8141 5.5612 1.6965
H16 2.0794 5.4940 1.5060
H17 3.8823 4.8421 -0.7805
H18 1.0703 3.8036 -0.1455
H19 1.8661 3.7182 -1.7286
H20 1.3668 5.2514 -1.1858
H21 2.7440 3.0711 1.2492
H22 3.2872 2.5070 -0.1302
C9 -0.7518 4.0632 -3.1607
O3 -0.3548 3.4924 -4.3802
C10 -0.9492 2.2121 -4.5762
C11 -0.5903 1.7128 -5.9741
C12 0.8839 1.3696 -6.1295
N3 -0.9273 2.7204 -7.0114
H23 -0.1451 4.9329 -2.9022
H24 -0.6290 3.3422 -2.3472
H25 -1.7545 4.5050 -3.2457
H26 -0.5752 1.5390 -3.7943
H27 -2.0366 2.3378 -4.4850
H28 -1.2723 0.8699 -6.1278
H29 1.2171 0.8406 -5.2309
H30 1.5116 2.2618 -6.0574
H31 1.0398 0.8550 -7.0713
H32 -0.2761 3.4788 -6.8139
H33 -1.8243 3.1431 -6.7793
C13 4.9103 -3.0118 7.6460
O4 3.9246 -2.9369 6.6243
C14 3.5696 -1.5748 6.3755
C15 2.4627 -1.5914 5.3179
C16 2.9940 -2.0312 3.9697
N4 1.8714 -0.2346 5.1559
H34 4.4478 -2.8402 8.6247
H35 5.7396 -2.3100 7.5354
H36 5.2612 -4.0418 7.6068
H37 3.1296 -1.1762 7.2999
H38 4.4691 -1.0412 6.0568
H39 1.6678 -2.2513 5.6666
H40 2.1995 -2.0159 3.2216
H41 3.3477 -3.0624 3.9898
H42 3.8176 -1.4028 3.6244
H43 1.7206 0.1806 6.0727
H44 2.6305 0.3385 4.7796
C17 -4.0337 5.5437 5.2938
O5 -3.7920 4.5677 4.3129
C18 -4.1019 4.9993 3.0244
C19 -3.8025 3.8933 2.0237
C20 -2.3272 3.5398 2.0489
N5 -4.1234 4.3596 0.6587
H45 -3.4081 6.4252 5.1375
H46 -3.8775 5.1615 6.3024
H47 -5.1048 5.7932 5.2972
H48 -5.1782 5.2230 2.9467
H49 -3.5661 5.8954 2.6832
H50 -4.4062 3.0023 2.2309
H51 -1.7450 4.3183 1.5429
H52 -1.9673 2.6132 1.5933
H53 -1.9330 3.4968 3.0678
H54 -5.1344 4.3300 0.5345
H55 -3.8312 3.6442 -0.0016
C21 -1.8952 1.2748 -1.4254
O6 -0.5418 0.9305 -1.3088
C22 -0.3504 -0.3768 -0.8111
C23 1.1458 -0.6647 -0.7274
C24 1.3900 -1.9568 0.0381
N6 1.8777 0.4977 -0.1660
H56 -2.2258 1.6973 -0.4650
H57 -2.5232 0.4694 -1.8085
H58 -2.0936 2.1667 -2.0297
H59 -0.8066 -0.4253 0.1960
H60 -0.9058 -1.1247 -1.3923
H61 1.4895 -0.7612 -1.7634
H62 1.1023 -1.7919 1.0786
H63 2.4416 -2.2373 0.0979
H64 0.8303 -2.7683 -0.4268
H65 1.5543 0.6556 0.7926
H66 1.4557 1.2489 -0.7089
C25 4.6407 -6.7016 -3.3756
O7 3.7383 -5.7976 -2.7998
C26 2.9128 -6.3424 -1.7558
C27 1.6526 -5.5042 -1.7830
C28 0.7702 -5.7073 -0.5588
N7 0.8468 -5.7610 -2.9712
H67 5.2037 -6.1142 -4.1039
H68 4.1246 -7.4657 -3.9744
H69 5.3363 -7.1890 -2.6866
H70 2.7072 -7.3864 -2.0369
H71 3.5422 -6.3924 -0.8600
H72 1.9432 -4.4523 -1.7340
H73 1.2422 -5.2760 0.3314
H74 0.6457 -6.7571 -0.2666
H75 -0.2192 -5.2645 -0.6306
H76 1.3913 -5.6411 -3.8165
H77 0.4902 -6.7085 -2.9368
O8 4.5684 -0.6413 -0.2595
H78 4.5455 -1.4834 -0.7224
H79 3.6362 -0.3490 -0.2062
O9 1.6664 2.8634 2.7579
H80 1.3657 1.9389 2.8258
H81 1.3190 3.3047 3.5383
O10 -4.7774 -0.4069 -3.6338
H82 -4.0207 0.1552 -3.4394
H83 -5.5399 0.1752 -3.5744
O11 0.6676 0.2885 2.6653
H84 -0.2765 0.1134 2.5968
H85 0.9494 -0.1021 3.5248
O12 -4.4951 3.3050 -2.2176
H86 -4.7818 4.2241 -2.1840
H87 -5.2157 2.8411 -2.6538

The frontier orbital gap is 0.3062 Ha. For the total energy, the calculation gives -65443.920 eV. The relative energy (zero: lowest compared OMol25 entry of this formula, charge and spin) comes out at 0.0 kcal/mol. Its structure (SMILES) is COC[C@H](C)N.COC[C@H](C)N.COC[C@H](C)N.COC[C@H](C)N.COC[C@H](C)N.COC[C@H](C)N.COC[C@H](C)N.O.O.O.O.O. The LUMO energy comes out at -0.092 eV.

Results of the Mulliken charge analysis, in e, for atoms 1 through 4: -0.172 -0.322 -0.545 0.411

---

The following is a quantum chemistry calculation of a 29-piece molecular cluster, C29H116O29 overall at a distorted geometry, from OMol25.

CARTESIAN COORDINATES (ANGSTROEM)
C1 1.9682 4.1141 1.6198
O1 2.7872 3.7000 2.6807
H1 0.9007 4.1539 1.8365
H2 2.1985 5.1138 1.2514
H3 2.1426 3.4544 0.7698
H4 3.6865 4.0073 2.5453
C2 -5.0101 -4.3709 0.7379
O2 -5.3062 -3.0168 0.3963
H5 -3.9963 -4.6453 0.4464
H6 -5.0426 -4.5246 1.8166
H7 -5.6491 -5.1337 0.2932
H8 -6.2455 -2.8935 0.5517
C3 6.5951 0.7037 -1.5001
O3 5.3176 0.1626 -1.8904
H9 6.4853 1.7313 -1.1538
H10 7.0667 0.0637 -0.7543
H11 7.2659 0.6560 -2.3579
H12 4.6849 0.2394 -1.1725
C4 1.1447 -4.8406 4.7824
O4 0.2430 -4.0198 4.0884
H13 1.0518 -5.9053 4.5681
H14 2.1648 -4.5216 4.5683
H15 0.9588 -4.8549 5.8563
H16 -0.5593 -4.0604 4.6139
C5 2.7104 -2.6366 2.1064
O5 1.4543 -2.0454 2.4895
H17 3.1931 -3.1310 2.9494
H18 2.3747 -3.4032 1.4081
H19 3.3692 -1.9192 1.6171
H20 1.0148 -2.7314 2.9972
C6 -0.9721 -2.2428 -5.4798
O6 -0.2697 -1.4768 -4.5785
H21 -1.8955 -2.6963 -5.1196
H22 -1.3664 -1.4943 -6.1671
H23 -0.3572 -2.9024 -6.0921
H24 0.5009 -1.9928 -4.3304
C7 -0.2063 -1.3297 6.3756
O7 -0.0667 -1.9590 7.6115
H25 -1.2659 -1.1321 6.2129
H26 0.3093 -0.3735 6.4651
H27 0.1678 -1.8644 5.5026
H28 0.8777 -2.0680 7.7446
C8 -0.3953 0.0457 0.1702
O8 0.8768 0.0708 0.6639
H29 -0.8532 -0.9418 0.1116
H30 -1.1061 0.6081 0.7757
H31 -0.4070 0.4695 -0.8340
H32 0.8931 -0.5276 1.4145
C9 1.7850 6.5668 -1.3797
O9 1.1905 5.3097 -1.2811
H33 1.6059 7.0826 -2.3230
H34 1.4306 7.2281 -0.5890
H35 2.8712 6.4833 -1.3421
H36 1.5363 4.6505 -1.8873
C10 -5.3952 0.7197 -0.3838
O10 -3.9788 0.8360 -0.4913
H37 -5.8412 1.6661 -0.0781
H38 -5.7085 0.4998 -1.4044
H39 -5.6943 -0.0308 0.3479
H40 -3.7258 -0.0138 -0.8591
C11 -3.1416 -1.9760 -2.4395
O11 -3.3765 -1.6914 -1.1090
H41 -3.9174 -1.6219 -3.1183
H42 -2.2069 -1.5356 -2.7867
H43 -3.0956 -3.0546 -2.5902
H44 -4.1600 -2.1458 -0.7908
C12 -5.6301 5.0647 1.4680
O12 -4.3993 5.1795 2.1554
H45 -6.2588 5.9322 1.6685
H46 -5.4858 5.0551 0.3877
H47 -6.1342 4.1466 1.7696
H48 -3.7487 4.6477 1.6911
C13 1.9257 -2.0861 -2.0615
O13 2.1017 -2.7652 -3.2815
H49 2.7954 -1.4841 -1.7981
H50 1.1017 -1.3864 -2.2013
H51 1.6510 -2.6423 -1.1652
H52 2.7685 -3.4481 -3.1784
C14 -4.2915 4.1763 -2.2489
O14 -4.0415 5.5362 -2.4857
H53 -4.7998 3.9295 -1.3168
H54 -4.8453 3.6715 -3.0404
H55 -3.3957 3.5632 -2.1492
H56 -3.4681 5.6544 -3.2464
C15 -3.1155 1.8800 -6.6253
O15 -3.4036 2.3583 -5.3028
H57 -3.8810 2.0678 -7.3782
H58 -2.1939 2.2775 -7.0505
H59 -2.9113 0.8104 -6.6742
H60 -2.5782 2.1713 -4.8495
C16 -1.6064 3.9372 0.0846
O16 -2.8316 3.4915 0.7064
H61 -1.6573 3.9785 -1.0035
H62 -1.2031 4.8892 0.4298
H63 -0.8447 3.1641 0.1852
H64 -3.0287 2.6164 0.3643
C17 -0.8595 -4.5521 0.2760
O17 -0.5804 -5.8980 -0.1117
H65 -1.9239 -4.4207 0.0811
H66 -0.8072 -4.4381 1.3587
H67 -0.1617 -3.8317 -0.1510
H68 0.2338 -6.1441 0.3334
C18 -4.5637 1.1756 3.3870
O18 -4.1466 0.5934 4.5953
H69 -5.4397 0.6769 2.9723
H70 -4.8155 2.2353 3.4277
H71 -3.8625 1.1086 2.5552
H72 -4.6656 1.0746 5.2439
C19 4.1194 -0.7717 5.1364
O19 4.7795 -1.9083 5.6362
H73 3.1571 -1.0711 4.7210
H74 3.9551 -0.1870 6.0415
H75 4.7678 -0.3541 4.3662
H76 5.1808 -2.4296 4.9370
C20 2.8502 -5.3679 -1.3801
O20 3.6061 -5.1696 -2.5509
H77 2.0034 -4.6966 -1.5226
H78 2.5362 -6.4073 -1.4764
H79 3.4278 -5.2176 -0.4680
H80 4.1968 -5.9179 -2.6636
C21 -2.4400 -1.8489 2.6792
O21 -2.7907 -1.7732 4.0607
H81 -2.4169 -0.8339 2.2825
H82 -1.4110 -2.2081 2.6671
H83 -3.2060 -2.3955 2.1291
H84 -3.3435 -1.0005 4.1986
C22 3.9454 0.8070 1.5149
O22 3.5196 0.5109 0.2024
H85 4.2367 1.8564 1.5607
H86 3.1952 0.6197 2.2832
H87 4.8396 0.2672 1.8265
H88 2.5670 0.6126 0.2645
C23 -1.4334 4.3894 4.3305
O23 -0.3800 4.8106 5.1631
H89 -2.1247 5.2215 4.1973
H90 -1.0080 4.1167 3.3647
H91 -1.9022 3.5460 4.8376
H92 0.2950 4.1281 5.1682
C24 -0.5674 -5.2871 -3.5890
O24 -0.4609 -5.4536 -4.9928
H93 -0.8682 -6.2544 -3.1866
H94 0.4411 -5.1596 -3.1955
H95 -1.3389 -4.5836 -3.2759
H96 -0.0083 -6.2720 -5.2094
C25 3.0274 0.7340 -4.6479
O25 3.6566 1.5521 -3.7338
H97 2.3884 1.3036 -5.3227
H98 3.7357 0.2773 -5.3391
H99 2.5596 -0.1630 -4.2422
H100 4.1997 1.0409 -3.1294
C26 5.4434 -2.8457 -0.3694
O26 6.4253 -3.5240 0.3662
H101 5.1681 -1.9066 0.1107
H102 5.8696 -2.5929 -1.3402
H103 4.5302 -3.3956 -0.5972
H104 6.6723 -4.2614 -0.1966
C27 -0.3169 1.7145 -3.5077
O27 -1.3247 1.0435 -4.2515
H105 -0.6389 2.5843 -2.9351
H106 0.1855 1.0598 -2.7957
H107 0.4804 2.0335 -4.1790
H108 -1.0360 0.1336 -4.1500
C28 0.3975 1.3116 4.0777
O28 1.2891 2.3013 4.5282
H109 -0.4871 1.2389 4.7105
H110 0.1456 1.6005 3.0574
H111 0.8854 0.3431 3.9677
H112 1.8144 2.5988 3.7817
C29 2.3757 4.7711 -4.5280
O29 2.0657 3.9143 -3.4797
H113 2.1322 4.3389 -5.4986
H114 1.7594 5.6646 -4.4281
H115 3.4115 5.0732 -4.3737
H116 2.6574 3.1606 -3.5374

The frontier orbital gap is 0.3313 Ha. For the total energy, the calculation gives -91319.557 eV. The relative energy (zero: lowest compared OMol25 entry of this formula, charge and spin) comes out at 45.3 kcal/mol. The LUMO energy comes out at -0.175 eV.

Results of the Mulliken charge analysis, in e, for atoms 1 through 4: 0.004 -0.634 -0.283 0.405